a | {
  "formula": "C5H13N2",
  "method": "ωB97M-V/def2-TZVPD",
  "charge": 1,
  "e_lumo_ev": -3.7,
  "mol_weight_g_mol": 101.17,
  "smiles": "C/C(=C\\N)CC[NH3+]",
  "species": ["H", "N", "N", "C", "C", "H", "H", "H", "H", "H", "H", "H", "H", "H", "C", "H", "C", "H", "C", "H"],
  "xyz": [[-0.61569, -3.14343, 1.86748], [-0.22877, 1.35932, -2.72215], [0.00882, -2.36647, 1.71785], [0.92203, 0.58060, 1.70286], [-0.48042, -1.39159, 0.87158], [0.38321, 1.29510, -3.53791], [-0.81518, 1.75130, 0.06513], [1.73390, 1.03099, 1.14435], [0.42133, -2.04986, 2.58020], [0.87243, -0.13072, -1.66393], [1.23089, 1.49385, -1.21950], [-0.57329, 2.31067, -2.59938], [0.34495, 1.28187, 2.29064], [1.36808, -0.09850, 2.41448], [0.40986, 0.82761, -1.47005], [-1.26896, -1.71896, 0.20242], [-0.59315, 0.74744, -0.32500], [-1.55650, 0.38606, -0.72453], [-0.04721, -0.13357, 0.77977], [-1.03584, 0.76341, -2.93821]]
}

b | {
  "formula": "C5H13N2",
  "method": "ωB97M-V/def2-TZVPD",
  "charge": 1,
  "e_lumo_ev": -4.8,
  "mol_weight_g_mol": 101.17,
  "smiles": "C=[N+](C)CN(C)C",
  "species": ["H", "H", "C", "C", "H", "H", "H", "H", "C", "C", "N", "C", "H", "H", "H", "H", "N", "H", "H", "H"],
  "xyz": [[-0.56784, 1.78553, 2.09579], [0.01575, 0.00038, 2.15458], [0.17872, -2.34296, -1.35232], [0.35623, 2.13545, -0.43646], [1.13006, 1.38035, 2.10443], [0.37588, 2.96780, 0.22633], [1.01819, -0.88937, 0.90270], [1.77929, -0.35181, -0.63198], [0.18880, 1.03188, 1.72670], [0.87876, -0.39255, -0.04387], [-0.13860, -1.29587, -0.66290], [-1.46613, -0.95553, -0.29455], [-0.54011, -3.10644, -1.69429], [1.21197, 2.23224, -1.12423], [-2.18509, -1.65234, -0.61339], [-0.52361, 2.07111, -1.28819], [0.18577, 0.90697, 0.32883], [-1.74064, 0.04982, -0.76659], [1.18498, -2.61421, -1.49439], [-1.34240, -0.96046, 0.86382]]
}

c | {
  "formula": "C5H13N2",
  "method": "ωB97M-V/def2-TZVPD",
  "charge": 1,
  "e_lumo_ev": -4.8,
  "mol_weight_g_mol": 101.17,
  "species": ["H", "C", "H", "H", "H", "C", "H", "H", "C", "N", "C", "H", "H", "H", "H", "C", "H", "H", "H", "N"],
  "xyz": [[-2.39759, 1.42817, -1.15097], [1.69388, 0.54512, 0.70127], [-1.20905, 0.86369, 2.59682], [1.72936, -1.68885, 0.45062], [2.93084, -0.95526, 1.65056], [-0.86387, -1.24285, -1.68688], [1.10028, 0.73940, -0.19134], [-0.44949, -2.21973, -1.40907], [-0.54038, 1.11838, 1.81900], [0.57606, 0.45202, 1.71735], [2.39871, -0.80510, 0.64952], [2.26181, 1.41723, 1.01651], [-2.13819, 0.60012, -2.66355], [-0.72546, 1.91970, 1.14239], [-3.40942, -0.00091, -1.64291], [-2.37557, 0.44649, -1.63627], [0.72398, -0.25836, 2.40885], [-1.03058, -1.20899, -2.74538], [3.18800, -0.75305, -0.12703], [-1.46332, -0.39721, -0.89948]]
}

Preferred: a; penalty for the next structure: 170.9 kJ/mol.

a | {
  "formula": "C5H13N2",
  "method": "ωB97M-V/def2-TZVPD",
  "charge": 1,
  "e_lumo_ev": -3.8,
  "mol_weight_g_mol": 101.17,
  "smiles": "N/C=C/CCC[NH3+]",
  "species": ["C", "C", "N", "H", "H", "H", "C", "C", "H", "H", "H", "H", "H", "H", "C", "H", "N", "H", "H", "H"],
  "xyz": [[0.54728, 0.39964, 1.26690], [1.13669, -0.36153, 0.12891], [0.79142, 1.89255, 3.15973], [1.10163, -1.44551, 0.28377], [-2.41138, -1.80431, -2.36761], [2.16483, -0.15521, -0.17633], [-0.92320, -1.11176, -1.12836], [1.23458, 1.27121, 2.02316], [-0.53499, 0.50529, 1.22317], [-0.54292, -2.12872, -1.05187], [-0.07087, 0.85433, -1.18155], [-0.15899, 1.74511, 3.44841], [-1.54051, -0.86264, -0.26826], [2.31130, 1.26712, 1.92434], [0.26962, -0.18935, -1.15401], [-2.52555, -0.26059, -2.20611], [-1.80370, -0.97495, -2.33514], [1.47355, 2.36160, 3.71761], [-1.39025, -0.78647, -3.24721], [0.87145, -0.21582, -2.05956]]
}

b | {
  "formula": "C5H13N2",
  "method": "ωB97M-V/def2-TZVPD",
  "charge": 1,
  "e_lumo_ev": -8.0,
  "mol_weight_g_mol": 101.17,
  "species": ["C", "H", "H", "H", "H", "H", "H", "C", "H", "H", "H", "H", "H", "N", "C", "N", "C", "C", "H", "H"],
  "xyz": [[0.43027, 0.44472, 0.14358], [1.85994, -2.68745, -0.85361], [0.83666, 1.00897, -2.01869], [1.21673, -1.08447, -1.16098], [0.16819, 2.09623, 1.41251], [0.39418, -2.93379, 1.15973], [1.52745, 0.42575, 0.26978], [0.18870, -2.12371, 0.46305], [-1.26522, -0.69023, 1.14442], [-0.72313, -2.40582, -0.12741], [-1.25944, 2.20031, -1.08476], [-0.51014, -0.30236, -1.95912], [-1.46664, 3.26709, 0.31103], [0.00576, 1.86758, 0.49101], [-1.31168, 2.22119, 0.02718], [1.62822, -1.88425, -0.31849], [0.38262, 0.14236, -1.48165], [-0.14924, -0.66512, 1.10393], [0.19903, -0.49800, 2.12678], [-2.15227, 1.60102, 0.35168]]
}

c | {
  "formula": "C5H13N2",
  "method": "ωB97M-V/def2-TZVPD",
  "charge": 1,
  "e_lumo_ev": -3.4,
  "mol_weight_g_mol": 101.17,
  "species": ["H", "H", "C", "H", "C", "H", "H", "H", "N", "C", "H", "H", "H", "H", "C", "C", "H", "H", "H", "N"],
  "xyz": [[-1.50724, -2.09117, 1.74926], [0.71887, 0.71742, -1.94069], [-1.85157, -1.80092, 0.79040], [-0.02206, -2.19827, 0.13857], [1.03940, 0.56633, 0.25279], [-2.79708, 0.19313, 1.68488], [0.46275, 0.95952, 2.31594], [-2.79763, -2.19723, 0.67633], [-0.91916, -1.98746, -0.20688], [0.69475, 0.70949, 1.41267], [2.06066, -0.30326, -1.20619], [2.86293, 2.11069, -0.32443], [-1.22520, 0.22449, 0.96521], [1.84121, 2.68071, -1.64777], [1.61738, 0.60353, -1.06243], [2.49797, 1.82678, -1.28814], [-1.06619, -1.55008, -1.05629], [3.26203, 1.62317, -1.93294], [-2.67924, 0.05659, -0.10758], [-2.19258, -0.14344, 0.78729]]
}

d | {
  "formula": "C5H13N2",
  "method": "ωB97M-V/def2-TZVPD",
  "charge": 1,
  "e_lumo_ev": -4.4,
  "mol_weight_g_mol": 101.17,
  "species": ["N", "N", "H", "H", "H", "H", "H", "C", "H", "C", "H", "H", "H", "H", "C", "C", "H", "C", "H", "H"],
  "xyz": [[-0.86804, -1.60100, 1.53107], [0.90150, -0.87823, -1.17507], [1.70296, -2.62334, -0.17149], [-1.87015, -1.71502, 1.67921], [1.31851, 2.36454, 0.54550], [0.18420, -0.95958, -1.89271], [-1.29146, 1.36786, -1.96765], [-0.39117, -2.26202, 0.47233], [1.78593, -0.87385, -1.68296], [0.40458, 1.98345, 0.99987], [-0.60130, -0.61836, 1.60112], [-1.02677, -3.10718, 0.18517], [0.81051, 0.04254, -0.72248], [0.03370, 2.60729, 1.81439], [-0.65749, 1.61601, 0.01718], [-0.62710, 1.88141, -1.28405], [0.80329, 1.10794, 1.53898], [0.82535, -2.00262, -0.18850], [0.09444, 2.57296, -1.70625], [-1.53149, 1.09719, 0.40634]]
}

Preferred: a; penalty for the next structure: 244.3 kJ/mol.

a | {
  "formula": "C5H13N2",
  "method": "ωB97M-V/def2-TZVPD",
  "charge": 1,
  "e_lumo_ev": -3.6,
  "mol_weight_g_mol": 101.17,
  "smiles": "C/C(=C\\N)CC[NH3+]",
  "species": ["C", "H", "H", "H", "H", "H", "N", "H", "H", "C", "H", "N", "H", "C", "C", "H", "H", "C", "H", "H"],
  "xyz": [[-0.22234, 1.26909, -1.63382], [-0.87059, 0.13620, -3.17325], [1.81701, 0.91629, 2.25382], [-0.67404, 2.22523, -1.96830], [0.80658, 1.19691, -2.11109], [-0.92776, 1.94313, 0.24070], [-0.45146, -2.02612, 1.60456], [-0.58540, -0.88891, -1.72363], [0.25086, -2.04085, 2.26162], [1.73963, 0.22674, 1.33426], [-0.77126, -2.95311, 1.39206], [-0.96299, 0.09658, -2.14506], [-1.97800, 0.05218, -1.82443], [-0.06159, 1.37784, -0.06263], [0.41837, 0.08902, 0.62992], [2.10084, -0.66136, 1.89414], [2.63445, 0.38123, 0.65139], [-0.39319, -0.99522, 0.66631], [0.63644, 2.26418, 0.02105], [-1.42330, -0.86910, 0.26517]]
}

b | {
  "formula": "C5H13N2",
  "method": "ωB97M-V/def2-TZVPD",
  "charge": 1,
  "e_lumo_ev": -3.4,
  "mol_weight_g_mol": 101.17,
  "smiles": "C[C@H]1C[C@@H]1[C@H](N)[NH3+]",
  "species": ["C", "H", "N", "H", "N", "H", "H", "H", "H", "H", "C", "H", "C", "C", "H", "H", "H", "H", "H", "C"],
  "xyz": [[-1.39704, -0.28212, -0.46336], [-1.16402, -0.99307, -1.18593], [1.81573, -1.23961, -0.61546], [-1.92679, -1.36010, 1.21470], [2.22042, 0.85821, 0.59056], [-3.31703, -1.31057, 0.28185], [1.24104, -1.87810, -0.21212], [-0.84169, 1.45709, -1.48521], [2.91159, 0.13421, 0.86952], [-2.86607, 0.15781, 1.01120], [-1.10607, 1.18231, -0.43770], [2.72927, 1.59773, 0.12474], [-0.15022, 0.24559, 0.32982], [-2.41306, -0.73433, 0.55041], [-0.28396, 0.05118, 1.39401], [1.32163, 0.60314, -1.38457], [-1.91714, 1.72680, 0.06208], [1.62530, 1.15033, 1.45353], [2.12430, -1.50364, -1.64935], [1.39379, 0.13711, -0.44872]]
}

Preferred: a; penalty for the next structure: 94.0 kJ/mol.